A molecular structure, C3H7BrCl2NO4S2 in a non-equilibrium geometry, computed with ωB97M-V with the def2-TZVPD basis set.

```
20
Properties=species:S:1:pos:R:3:forces:R:3
Br -3.6644 -0.9809 -2.9319 -0.01 -0.03 -0.03
Cl 1.7987 4.6110 1.7657 0.05 0.11 0.03
Cl 3.1722 2.0021 3.4878 0.08 0.05 0.10
S -3.1597 -2.0134 -1.0240 -1.33 -2.73 3.74
S -0.7066 -0.7540 -0.8757 1.22 3.22 0.25
O -0.8805 0.0692 -2.1021 -0.24 -1.90 1.47
O 0.1701 -0.0233 0.0887 -1.37 -1.72 -0.74
O -4.4387 -2.1129 -0.2703 2.21 0.90 -1.63
O -2.6439 -3.3656 -1.3671 -0.27 2.52 -0.30
N -2.1266 -1.1163 -0.0711 0.47 -0.74 -2.96
C 2.0284 2.9391 1.1808 -0.06 -0.22 -0.14
C 0.2105 -2.2339 -1.3818 0.20 -0.18 -0.40
C 1.8580 1.9212 2.2792 -0.15 -0.14 -0.21
H 1.2816 2.7648 0.4080 -0.05 -0.08 0.09
H 1.8773 0.9205 1.8518 -0.04 0.05 -0.07
H 0.8732 -2.6077 -0.6006 -0.39 0.22 0.27
H 3.0149 2.8752 0.7277 0.02 0.06 0.09
H 0.8489 -1.9096 -2.2090 -0.18 0.24 0.15
H 0.9134 2.0521 2.7999 0.05 0.04 0.03
H -0.4266 -3.0377 -1.7560 -0.18 0.31 0.25
```
Positions in Å, forces in eV/Å.

Values from the calculation:
HOMO energy in Ha: -0.2427
Total charge: -1
Gap between HOMO and LUMO in eV: 9.361
Largest force on an atom in Eh/bohr: 0.0937

Here are the natural (NBO) charges for atoms 1 to 6, given in e:
1 Br -0.184
2 Cl -0.088
3 Cl -0.095
4 S 2.048
5 S 2.187
6 O -0.968